Computed, not measured: an isolated molecule of C3H5Cl at a distorted geometry, with wB97M-V/def2-TZVPD.

Output
Structure (SMILES): C=CCCl
Kohn-Sham gap (eV): 11.1629
Net charge: 0
E_tot (Ha): -577.44912
Lowest unoccupied orbital energy (Eh): 0.034

Last column: Mulliken charge in e.
Cartesian coordinates (Å):
1 C -0.264 0.356 1.369  -0.690
2 C -0.313 0.531 0.060  0.032
3 C 0.089 -0.483 -0.980  -0.445
4 Cl 1.768 -0.325 -1.734  -0.202
5 H 0.165 -0.474 1.887  0.223
6 H -0.574 1.017 2.121  0.273
7 H -0.412 1.546 -0.349  0.284
8 H -0.640 -0.591 -1.882  0.289
9 H 0.181 -1.576 -0.493  0.237

Computed, not measured: an isolated molecule of C3H5Cl at a distorted geometry, with wB97M-V/def2-TZVPD.

Output
Structure (SMILES): C/C=C\Cl
Kohn-Sham gap (eV): 10.6475
Net charge: 0
E_tot (Ha): -577.45042
Lowest unoccupied orbital energy (Eh): 0.036

Last column: Mulliken charge in e.
Cartesian coordinates (Å):
1 C -0.976 0.518 0.574  -0.810
2 C -0.105 -0.505 -0.241  -0.026
3 C 1.167 -0.419 -0.533  -0.384
4 Cl 2.479 0.717 -0.070  -0.190
5 H -2.012 0.776 0.056  0.238
6 H -1.309 -0.063 1.485  0.238
7 H -0.362 1.411 0.757  0.302
8 H -0.539 -1.281 -0.733  0.375
9 H 1.657 -1.155 -1.295  0.257

Computed, not measured: an isolated molecule of C3H5Cl2F at a distorted geometry, with wB97M-V/def2-TZVPD.

Output
Structure (SMILES): F[C@@H](Cl)CCCl
Kohn-Sham gap (eV): 11.4856
Net charge: 0
E_tot (Ha): -1137.52330
Lowest unoccupied orbital energy (Eh): 0.024

Last column: Mulliken charge in e.
Cartesian coordinates (Å):
1 F -0.871 0.608 -1.861  -0.256
2 C -0.084 -0.462 -1.292  0.104
3 Cl 1.631 -0.760 -1.878  -0.157
4 C -0.260 -0.436 0.295  -0.654
5 C 0.235 0.754 1.022  -0.397
6 Cl -0.991 2.066 1.568  -0.209
7 H -0.606 -1.368 -1.544  0.283
8 H -1.244 -0.684 0.738  0.397
9 H 0.437 -1.264 0.574  0.304
10 H 1.034 1.275 0.444  0.292
11 H 0.720 0.272 1.932  0.292